Below is a structure of composition C34H40GaN3O6Si, with properties calculated with ωB97M-V with the def2-TZVPD basis set.

Summary:
M = 684.52 g/mol
orbital gap = 6.989 eV
net charge = +2
E_LUMO = -0.24379 Ha
DFT total energy = -4149.1400 hartree

Last column: Löwdin charge in e.
Cartesian coordinates (Å):
Ga (0.115, -0.405, 1.299)  0.385
C (-3.090, 0.169, 1.130)  -0.012
O (-1.944, -0.190, 1.933)  -0.239
C (-2.284, -0.512, 3.287)  -0.121
C (-1.038, -0.272, 4.108)  -0.100
O (0.090, -0.836, 3.422)  -0.165
C (0.426, -2.200, 3.746)  -0.091
C (-0.162, -3.123, 2.702)  -0.120
O (0.135, -2.517, 1.444)  -0.240
C (0.156, -3.440, 0.329)  0.004
H (-3.520, 1.096, 1.515)  0.114
H (-2.745, 0.318, 0.106)  0.071
H (-3.829, -0.631, 1.174)  0.115
H (-3.085, 0.144, 3.640)  0.153
H (-2.637, -1.546, 3.336)  0.142
H (-0.830, 0.795, 4.192)  0.136
H (-1.123, -0.692, 5.110)  0.152
H (1.515, -2.250, 3.732)  0.142
H (0.075, -2.446, 4.750)  0.151
H (0.316, -4.104, 2.770)  0.153
H (-1.243, -3.256, 2.798)  0.142
H (0.931, -4.187, 0.515)  0.113
H (-0.819, -3.916, 0.222)  0.111
H (0.376, -2.859, -0.559)  0.082
O (5.300, 4.959, 1.604)  0.141
N (4.213, 4.761, 2.068)  -0.341
O (3.535, 5.559, 2.667)  0.108
C (3.644, 3.409, 1.880)  -0.042
C (4.524, 2.408, 1.689)  0.103
C (4.069, 1.059, 1.537)  -0.092
C (4.936, -0.028, 1.326)  0.062
C (4.407, -1.284, 1.165)  0.019
C (3.020, -1.450, 1.215)  -0.038
N (2.190, -0.442, 1.430)  0.118
C (2.700, 0.799, 1.587)  -0.107
C (1.770, 1.880, 1.788)  -0.092
N (0.456, 1.551, 1.811)  0.110
C (-0.451, 2.507, 1.940)  -0.059
C (-0.094, 3.848, 2.066)  0.024
C (1.233, 4.200, 2.061)  0.073
C (2.218, 3.199, 1.928)  -0.026
H (5.581, 2.632, 1.649)  0.148
H (6.004, 0.137, 1.282)  0.143
H (5.040, -2.141, 0.988)  0.131
H (2.575, -2.421, 1.063)  0.124
H (-1.486, 2.200, 1.931)  0.122
H (-0.864, 4.600, 2.157)  0.133
H (1.524, 5.236, 2.148)  0.126
C (0.482, 0.217, -4.521)  -0.068
C (0.865, -0.047, -3.058)  -0.595
C (1.822, -1.241, -2.961)  -0.076
C (1.577, 1.201, -2.519)  -0.082
Si (-0.667, -0.340, -1.996)  0.562
O (-0.092, -0.375, -0.438)  -0.194
C (-1.586, -1.951, -2.279)  -0.223
C (-2.588, -2.311, -1.372)  -0.110
C (-3.322, -3.476, -1.519)  -0.077
C (-3.064, -4.324, -2.588)  -0.065
C (-2.078, -3.991, -3.502)  -0.057
C (-1.354, -2.815, -3.351)  -0.077
C (-1.854, 1.096, -2.111)  -0.239
C (-1.636, 2.255, -1.359)  -0.122
C (-2.490, 3.344, -1.447)  -0.076
C (-3.591, 3.289, -2.290)  -0.064
C (-3.825, 2.150, -3.046)  -0.058
C (-2.967, 1.063, -2.953)  -0.071
H (1.380, 0.407, -5.114)  0.093
H (-0.159, 1.093, -4.611)  0.084
H (-0.035, -0.621, -4.981)  0.072
H (2.724, -1.053, -3.548)  0.093
H (1.374, -2.161, -3.337)  0.069
H (2.131, -1.413, -1.925)  0.063
H (2.476, 1.399, -3.109)  0.095
H (1.883, 1.067, -1.477)  0.061
H (0.943, 2.085, -2.579)  0.078
H (-2.803, -1.664, -0.529)  0.072
H (-4.104, -3.721, -0.812)  0.107
H (-3.637, -5.230, -2.712)  0.112
H (-1.877, -4.643, -4.340)  0.114
H (-0.597, -2.583, -4.083)  0.086
H (-0.754, 2.312, -0.723)  0.083
H (-2.292, 4.242, -0.877)  0.102
H (-4.259, 4.135, -2.366)  0.112
H (-4.679, 2.107, -3.707)  0.114
H (-3.174, 0.177, -3.541)  0.111